The following is a DFT calculation (ωB97M-V with the def2-TZVPD basis set) of a 6-piece molecular cluster, C8H28O8 overall.

Geometry as XYZ:
```
44
Properties=species:S:1:pos:R:3:forces:R:3:nbo_charge:R:1
C 0.463 -1.686 0.242 3.53 -0.36 0.43 -0.10
C 1.645 -2.752 0.206 -1.02 -0.86 -0.31 -0.09
O 1.882 -3.224 -1.156 0.07 0.96 1.15 -0.73
O 1.136 -0.515 -0.302 -2.19 0.08 -0.83 -0.76
H 0.187 -1.486 1.257 -0.01 0.20 0.91 0.17
H -0.442 -2.005 -0.227 -0.30 -0.16 -1.08 0.18
H 1.435 -3.713 0.680 -0.51 0.33 0.50 0.18
H 2.567 -2.375 0.726 -0.77 0.13 -0.80 0.17
H 2.113 -2.413 -1.607 0.13 0.31 -0.65 0.47
H 0.428 -0.004 -0.790 1.08 -0.64 0.50 0.50
C 1.519 0.894 3.572 -4.65 2.26 2.99 -0.07
C 2.575 0.093 3.129 1.12 -1.63 0.38 -0.10
O 3.317 0.741 2.191 2.42 0.65 -0.42 -0.72
O 0.485 0.992 2.587 -0.06 0.43 -0.31 -0.75
H 1.862 1.917 3.862 -0.15 -0.69 -0.11 0.17
H 1.000 0.404 4.473 0.98 0.67 -0.73 0.15
H 2.148 -0.806 2.756 -0.26 -1.31 -0.48 0.16
H 3.123 -0.159 4.034 0.80 -0.06 -0.23 0.18
H 2.853 0.749 1.371 -0.71 -0.06 -1.01 0.49
H -0.117 1.706 2.855 0.38 -0.20 -0.06 0.48
C -4.002 -0.838 -4.032 1.08 -1.32 -0.84 -0.25
O -2.977 -1.176 -3.091 -2.44 0.85 1.90 -0.77
H -4.271 -1.812 -4.489 -0.27 0.68 -0.23 0.17
H -4.908 -0.443 -3.559 0.59 0.20 0.11 0.19
H -3.555 -0.179 -4.807 -0.76 -0.12 0.42 0.18
H -2.146 -1.286 -3.491 1.94 -0.28 -1.29 0.50
C 0.578 5.036 4.061 0.95 0.40 -0.34 -0.26
O -0.317 3.933 3.981 0.24 0.45 0.06 -0.72
H 0.122 5.953 4.460 -0.10 -0.35 0.13 0.17
H 1.421 4.762 4.694 -0.14 -0.05 0.08 0.18
H 1.004 5.313 3.079 -0.25 -0.27 0.20 0.17
H -1.135 4.356 3.737 -0.73 -0.29 -0.18 0.47
C 0.157 -2.739 -4.930 1.40 2.16 1.21 -0.26
O -0.293 -2.090 -3.747 -1.18 0.00 0.98 -0.75
H -0.666 -3.032 -5.541 -0.32 -1.10 -0.41 0.17
H 0.611 -1.859 -5.396 0.40 -0.65 -0.70 0.19
H 0.940 -3.408 -4.546 -0.39 -0.53 -1.23 0.19
H -0.524 -2.778 -3.115 0.04 0.11 0.22 0.47
C -1.605 1.168 -0.246 -0.36 1.44 1.11 -0.26
O -1.447 0.561 -1.485 1.30 0.24 -0.80 -0.77
H -2.540 1.721 -0.204 -0.52 -0.25 0.21 0.16
H -1.532 0.441 0.550 -0.18 -0.16 0.49 0.17
H -0.884 1.998 0.032 -0.05 -1.21 -1.05 0.18
H -2.208 0.038 -1.774 -0.15 -0.01 0.14 0.51
```
Positions in Å, forces in eV/Å.

Calculated values
HOMO level	-9.720	eV
relative energy (zero: lowest compared OMol25 entry of this formula, charge and spin)	389.49	kJ/mol
LUMO level	0.602	eV
spin multiplicity	1
structure (SMILES)	OCCO.OCCO.CO.CO.CO.CO
orbital gap	10.32	eV
energy	-923.3720	hartree



The following is a DFT calculation (ωB97M-V with the def2-TZVPD basis set) of a 12-piece molecular cluster, C41H46F7N5O21 overall.

Geometry as XYZ:
```
120
Properties=species:S:1:pos:R:3:forces:R:3:mulliken_charge:R:1
C 9.290 15.190 19.186 3.00 0.10 -0.44 0.33
C 10.227 15.001 20.381 0.54 -1.04 -0.29 0.03
O 11.350 15.792 20.107 -0.82 -0.23 1.33 -0.37
C 11.243 16.430 18.889 1.89 -0.75 1.28 0.59
O 12.142 17.137 18.540 -1.39 -0.20 -0.57 -0.55
O 10.156 15.994 18.314 -1.84 0.38 -1.42 -0.36
F 10.686 13.653 20.449 -0.37 0.95 -0.06 -0.02
H 8.443 15.716 19.478 -1.46 1.23 0.22 0.53
H 9.008 14.306 18.638 0.15 -0.42 -0.07 -0.53
H 9.746 15.212 21.342 0.49 -0.02 -0.14 0.35
C 12.120 12.325 23.493 -1.90 -0.33 1.02 -0.19
C 12.967 12.110 22.329 1.32 0.84 -1.73 1.04
O 12.666 10.880 21.828 -1.15 -1.54 -0.18 -0.28
C 11.992 10.168 22.811 0.16 -0.45 -1.34 0.62
O 11.613 9.043 22.672 0.37 0.53 0.11 -0.56
O 11.837 10.951 23.846 -0.44 0.33 1.85 -0.41
F 14.309 12.047 22.638 0.18 0.55 0.41 -0.41
H 11.122 12.783 23.307 0.81 -0.10 -0.34 0.03
H 12.598 12.891 24.277 0.27 -0.33 0.40 0.36
H 12.808 12.839 21.558 0.28 0.53 -0.44 -0.20
C 12.388 12.192 11.838 1.19 1.77 -1.66 0.79
C 11.247 13.024 11.280 -1.47 0.27 -1.05 0.85
O 11.015 12.530 9.932 0.93 1.08 1.74 -0.37
C 12.168 11.937 9.534 -0.11 -0.73 -0.39 0.62
O 12.401 11.640 8.403 0.15 0.14 0.62 -0.56
O 12.952 11.659 10.603 -0.01 -0.16 0.28 -0.40
F 11.588 14.387 11.233 0.07 -1.12 -0.18 -0.36
H 12.149 11.425 12.555 -0.16 -0.27 0.04 -0.32
H 13.146 12.940 12.186 -0.60 -0.91 0.26 -0.07
H 10.272 12.994 11.743 -0.06 -0.20 0.44 -0.19
C 7.740 11.596 19.846 1.97 0.49 -1.48 0.28
C 8.897 10.815 20.408 1.52 -1.79 1.12 0.08
O 9.149 11.370 21.745 -0.95 0.66 -2.00 -0.28
C 8.512 12.601 21.740 1.84 0.66 1.72 0.49
O 8.727 13.488 22.541 -0.55 -1.66 -0.93 -0.58
O 7.720 12.710 20.703 -1.40 1.28 -0.54 -0.37
F 10.075 10.907 19.642 -1.41 0.21 0.89 0.08
H 6.843 11.045 19.820 -1.22 -0.53 0.46 0.32
H 7.930 11.903 18.778 0.00 -0.09 1.20 -0.32
H 8.695 9.737 20.575 0.28 0.70 -0.27 0.36
C 14.015 6.728 12.714 0.06 -0.63 1.47 -0.45
C 13.415 7.955 13.350 -1.41 0.61 0.91 1.08
O 12.136 8.066 12.752 0.47 -0.87 -0.65 0.01
C 12.133 7.311 11.598 -2.01 0.33 -1.51 0.51
O 11.215 7.337 10.793 2.57 -0.31 2.02 -0.55
O 13.265 6.544 11.518 -0.23 0.84 -0.18 -0.33
F 14.074 9.119 13.039 0.46 -0.21 -0.09 -0.26
H 13.802 5.830 13.362 0.44 0.89 -0.51 0.29
H 15.109 6.915 12.666 -0.69 -0.49 -0.89 0.34
H 13.276 7.939 14.447 0.25 -0.08 -0.74 -0.48
C 13.131 7.493 19.544 -1.15 -0.89 -1.00 -0.31
C 12.423 6.411 18.678 1.54 0.39 0.06 0.23
O 12.876 6.788 17.363 -1.12 -0.31 1.09 -0.34
C 13.161 8.131 17.375 -0.42 -1.50 -0.14 0.55
O 13.338 8.716 16.357 0.30 0.84 0.35 -0.46
O 13.207 8.559 18.627 0.02 1.91 -0.43 -0.34
F 11.057 6.404 18.805 0.78 0.47 -0.38 -0.25
H 14.155 7.292 19.802 0.25 -0.75 0.39 0.33
H 12.517 7.726 20.389 -0.19 0.53 0.55 0.13
H 12.785 5.424 18.900 -0.02 -0.52 -0.16 0.28
C 13.886 12.067 16.958 -0.36 -0.48 1.49 0.05
C 12.658 12.167 17.854 -0.49 -0.54 -0.20 0.47
O 11.815 11.196 17.265 -0.81 0.24 -0.99 0.25
C 12.071 11.179 15.896 0.40 -0.99 1.36 -0.57
O 11.360 10.680 15.072 0.52 0.78 0.50 0.16
O 13.289 11.697 15.745 -0.13 0.03 -2.26 0.36
F 12.007 13.366 17.766 0.28 0.30 -0.05 -0.21
H 14.481 11.219 17.355 0.00 0.56 -0.39 0.15
H 14.453 12.978 16.830 0.11 0.12 0.12 -0.23
H 12.723 11.888 18.888 0.44 0.06 0.50 -0.27
N 7.403 9.590 15.599 -1.85 0.23 0.49 0.21
C 6.224 9.400 16.313 0.57 -0.67 -0.05 -0.99
C 6.579 9.058 17.583 -0.12 -0.18 1.07 -0.72
C 8.011 9.074 17.689 -0.65 -0.13 0.72 -0.50
C 8.437 9.456 16.459 1.92 -0.26 -1.09 -0.50
H 7.434 9.855 14.625 0.28 0.01 0.06 0.19
H 5.229 9.264 15.921 0.17 0.49 -0.52 0.42
H 5.860 8.793 18.360 0.32 0.02 -0.26 0.48
H 8.638 8.746 18.532 -0.43 0.38 -0.65 0.70
H 9.451 9.550 16.074 -0.23 0.03 0.18 0.61
N 8.621 11.265 13.204 0.36 0.37 -0.54 0.86
C 9.158 10.205 12.491 -0.07 -0.96 0.36 -0.50
C 8.586 10.222 11.228 1.35 -1.41 0.27 -0.36
C 7.818 11.375 11.134 -0.76 0.52 0.16 -0.55
C 7.822 12.043 12.350 0.31 -0.47 -0.02 -0.94
H 8.953 11.501 14.139 -0.20 0.28 -0.47 -0.12
H 9.852 9.460 12.966 -0.90 1.04 -0.54 0.30
H 8.703 9.452 10.437 0.11 0.80 0.80 0.44
H 7.298 11.552 10.211 -0.33 0.74 0.11 0.40
H 7.353 12.990 12.651 0.37 -0.75 0.01 0.39
N 16.623 15.195 17.895 -0.33 -0.84 -0.33 -0.04
C 15.488 15.816 18.351 0.22 -0.21 0.72 -0.96
C 14.934 15.056 19.336 -0.34 -0.55 1.02 0.04
C 15.773 13.883 19.495 0.03 0.59 -1.55 -0.33
C 16.737 13.960 18.503 -0.75 0.79 1.30 -0.79
H 16.899 15.316 16.939 0.48 0.30 -0.33 0.24
H 15.284 16.837 18.130 -0.34 0.33 -0.59 0.46
H 14.036 15.332 19.919 0.83 -0.19 -0.40 0.44
H 15.727 13.060 20.174 -0.33 -0.16 0.42 0.53
H 17.558 13.299 18.349 0.37 -0.20 -0.40 0.41
N 9.009 12.688 16.336 1.06 1.95 -1.57 2.62
C 9.783 13.703 15.715 -0.25 -1.41 1.07 -0.61
C 8.968 14.736 15.407 -0.43 -1.05 0.13 -0.73
C 7.621 14.339 15.774 1.14 1.43 -0.68 -1.49
C 7.719 13.107 16.329 -1.06 -0.31 0.08 -0.77
H 9.401 11.943 16.849 0.28 -1.03 0.36 -0.66
H 10.843 13.578 15.545 -0.14 0.07 0.23 0.18
H 9.400 15.577 14.930 -0.37 0.93 -0.37 0.64
H 6.757 14.952 15.568 -0.17 -0.36 0.17 0.51
H 6.894 12.456 16.542 -0.07 -0.32 0.50 0.25
N 17.096 13.616 13.992 0.41 -0.47 -0.39 0.03
C 17.240 14.994 13.812 0.14 -0.56 -0.02 -0.58
C 16.043 15.578 14.205 1.27 -0.33 -0.37 -1.12
C 15.208 14.537 14.568 -2.38 -1.14 1.40 0.18
C 15.818 13.327 14.454 2.19 0.67 -0.95 -0.93
H 17.754 12.834 13.773 -0.69 1.63 0.13 0.24
H 18.147 15.430 13.376 -0.51 -0.34 0.40 0.38
H 15.743 16.600 14.272 0.28 0.48 -0.23 0.46
H 14.224 14.617 15.011 -0.08 0.30 -0.26 0.55
H 15.592 12.290 14.546 -0.65 -0.24 0.32 0.78
```
Positions in Å, forces in eV/Å.

Calculated values
HOMO level	-8.153	eV
relative energy (zero: lowest compared OMol25 entry of this formula, charge and spin)	0.00	kJ/mol
LUMO level	0.085	eV
spin multiplicity	1
structure (SMILES)	O=C1OC[C@@H](F)O1.O=C1OC[C@@H](F)O1.O=C1OC[C@@H](F)O1.O=C1OC[C@@H](F)O1.O=C1OC[C@@H](F)O1.O=C1OC[C@@H](F)O1.O=C1OC[C@@H](F)O1.c1cc[nH]c1.c1cc[nH]c1.c1cc[nH]c1.c1cc[nH]c1.c1cc[nH]c1
orbital gap	8.24	eV
energy	-4142.8704	hartree



Question: The lowest orbital gap belongs to which entry?
Answer: C41H46F7N5O21



Question: Look up the HOMO level of the first one.
Answer: -9.720 eV



Question: Which of these has the highest LUMO level?
Answer: C8H28O8



Question: Look up the HOMO level of the second one.
Answer: -8.153 eV